Density functional theory data (ωB97M-V/def2-TZVPD) for a cluster of 4 separate species, C3H14N2O3 in total.

Cartesian coordinates (Å):
C  -0.861  2.804  -1.690
C  -0.394  1.557  -1.002
N  -0.500  1.763  0.446
C  0.217  0.470  -1.483
N  0.806  -0.593  -0.668
H  -0.006  3.527  -1.599
H  -1.259  2.651  -2.666
H  -1.587  3.404  -1.178
H  -0.880  1.258  1.217
H  -0.163  2.601  0.603
H  0.430  0.226  -2.629
H  0.783  -0.239  0.331
H  1.720  -0.839  -0.935
O  -0.419  -3.128  -1.352
H  -0.130  -3.370  -2.296
H  -0.197  -2.111  -1.306
O  0.286  1.091  3.670
H  1.019  1.192  2.988
H  0.519  0.319  4.158
O  0.527  -2.934  1.247
H  0.904  -2.540  0.452
H  -0.215  -3.492  0.951

SMILES: C/C(N)=C/N.O.O.O
Calculated total energy (hartree): -457.861681
Energy relative to the best compared isomer or geometry (same formula, charge and spin) (eV): 2.107
M (g mol⁻¹): 126.16
LUMO level (eV): 0.6
Kohn-Sham gap (eV): 8.93

natural (NBO) population analysis, charges in e, atoms 1 to 5: atom 1 (C): -0.65, atom 2 (C): 0.11, atom 3 (N): -0.89, atom 4 (C): -0.06, atom 5 (N): -0.88

***

Density functional theory data (ωB97M-V/def2-TZVPD) for a structure of composition C5H5Br.

Cartesian coordinates (Å):
C  0.460  1.489  0.253
C  1.461  2.179  -0.161
C  -0.562  0.544  0.743
C  0.237  -0.495  -0.023
C  1.544  0.659  -0.654
Br  3.172  -0.202  0.082
H  -0.444  0.347  1.755
H  -1.464  0.900  0.348
H  0.594  -1.291  0.684
H  -0.370  -0.781  -0.914
H  1.672  0.397  -1.747

Calculated total energy (hartree): -2767.318303
Energy relative to the best compared isomer or geometry (same formula, charge and spin) (eV): 3.714
M (g mol⁻¹): 145.00
LUMO level (eV): 0.5
Kohn-Sham gap (eV): 10.19

natural (NBO) population analysis, charges in e, atoms 1 to 5: atom 1 (C): -0.04, atom 2 (C): -0.03, atom 3 (C): -0.47, atom 4 (C): -0.33, atom 5 (C): -0.29

***

Density functional theory data (ωB97M-V/def2-TZVPD) for a cluster of 2 separate species, C2H8S3 in total.

Cartesian coordinates (Å):
C  -1.201  0.642  -2.083
S  -1.125  -1.163  -1.856
C  -1.030  -0.924  -0.085
H  -0.340  1.031  -1.533
H  -1.125  1.010  -3.155
H  -1.946  1.191  -1.485
H  -0.632  -1.898  0.356
H  -2.042  -0.429  0.057
H  -0.246  -0.195  0.101
S  1.530  0.162  2.917
S  3.388  0.355  1.991
H  1.896  -1.042  3.645
H  2.871  1.260  1.130

SMILES: CSC.SS
Calculated total energy (hartree): -1275.496519
Energy relative to the best compared isomer or geometry (same formula, charge and spin) (eV): 1.369
M (g mol⁻¹): 128.29
LUMO level (eV): 0.2
Kohn-Sham gap (eV): 8.63

natural (NBO) population analysis, charges in e, atoms 1 to 5: atom 1 (C): -0.76, atom 2 (S): 0.19, atom 3 (C): -0.76, atom 4 (H): 0.20, atom 5 (H): 0.24

***

Density functional theory data (ωB97M-V/def2-TZVPD) for a cluster of 14 separate species, C36H62BFN13O2P in total.

Cartesian coordinates (Å):
C  0.271  -4.692  -1.344
C  1.250  -3.624  -0.883
O  0.504  -2.487  -0.426
B  0.960  -1.212  -0.529
O  2.317  -0.954  -0.629
P  -0.308  0.262  -0.426
C  -1.883  -0.622  0.005
C  -3.236  -0.211  -0.600
C  -3.585  -0.879  -1.952
C  -3.583  0.068  -3.167
C  -4.960  -1.543  -1.858
C  -0.442  0.566  -2.261
C  0.800  1.177  -2.894
C  1.544  2.232  -2.095
F  1.707  0.112  -3.188
H  0.686  -5.279  -2.165
H  0.018  -5.382  -0.538
H  -0.651  -4.222  -1.690
H  1.866  -3.983  -0.057
H  1.918  -3.316  -1.688
H  2.634  -0.716  -1.510
H  -1.948  -0.473  1.088
H  -1.777  -1.697  -0.155
H  -3.354  0.876  -0.650
H  -3.974  -0.556  0.128
H  -2.868  -1.685  -2.124
H  -2.690  -0.026  -3.784
H  -4.442  -0.129  -3.812
H  -3.651  1.116  -2.863
H  -5.156  -2.151  -2.741
H  -5.743  -0.781  -1.790
H  -5.033  -2.177  -0.972
H  -1.291  1.225  -2.437
H  -0.634  -0.361  -2.808
H  0.514  1.582  -3.868
H  0.925  2.672  -1.316
H  2.424  1.800  -1.621
H  1.890  3.040  -2.740
C  -1.189  -3.911  -5.229
C  -2.189  -3.897  -4.170
N  -2.968  -3.918  -3.327
H  -0.901  -4.943  -5.426
H  -1.608  -3.482  -6.137
H  -0.317  -3.333  -4.927
C  -1.262  -3.609  2.136
C  -2.688  -3.350  2.041
N  -3.811  -3.118  1.965
H  -1.058  -4.678  2.127
H  -0.736  -3.149  1.301
H  -0.874  -3.207  3.069
C  2.506  -3.150  4.742
C  1.876  -4.157  3.898
N  1.322  -4.933  3.261
H  1.773  -2.789  5.462
H  3.352  -3.583  5.271
H  2.854  -2.320  4.129
C  -6.638  -4.965  2.141
C  -7.870  -5.137  2.901
N  -8.840  -5.274  3.499
H  -5.891  -5.685  2.472
H  -6.829  -5.114  1.080
H  -6.232  -3.966  2.283
C  -2.278  -7.492  -2.150
C  -2.352  -7.343  -3.598
N  -2.402  -7.213  -4.737
H  -1.819  -6.605  -1.717
H  -3.280  -7.603  -1.741
H  -1.687  -8.369  -1.895
C  5.452  2.368  0.448
C  4.135  2.980  0.514
N  3.104  3.481  0.558
H  5.371  1.290  0.580
H  5.875  2.560  -0.537
H  6.123  2.770  1.203
C  2.631  6.610  2.044
C  1.798  7.176  3.097
N  1.147  7.644  3.920
H  2.486  5.533  1.973
H  2.368  7.055  1.086
H  3.678  6.825  2.250
C  0.254  10.799  2.798
C  0.462  11.373  1.475
N  0.664  11.817  0.435
H  0.730  9.822  2.864
H  0.691  11.443  3.559
H  -0.808  10.680  3.004
C  4.863  2.226  -3.833
C  6.098  1.773  -3.199
N  7.057  1.429  -2.671
H  4.518  3.144  -3.356
H  5.039  2.418  -4.890
H  4.091  1.463  -3.733
C  4.297  11.178  1.446
C  4.768  9.861  1.851
N  5.127  8.813  2.154
H  4.846  11.962  1.965
H  4.423  11.309  0.373
H  3.238  11.280  1.672
C  0.880  6.219  -4.356
C  1.974  5.839  -3.469
N  2.830  5.552  -2.761
H  0.452  7.164  -4.025
H  1.249  6.332  -5.373
H  0.107  5.454  -4.338
C  -3.193  -1.430  5.324
C  -2.139  -2.419  5.516
N  -1.309  -3.201  5.646
H  -3.107  -0.647  6.075
H  -3.108  -0.993  4.330
H  -4.166  -1.910  5.410
C  1.319  -8.364  4.555
C  0.380  -9.421  4.199
N  -0.354  -10.254  3.912
H  1.121  -8.013  5.566
H  2.339  -8.741  4.504
H  1.216  -7.523  3.869

Calculated total energy (hartree): -2737.287647
M (g mol⁻¹): 769.76
LUMO level (eV): 0.1
Kohn-Sham gap (eV): 8.52

Mulliken population analysis, charges in e, atoms 1 to 5: atom 1 (C): -0.84, atom 2 (C): -0.63, atom 3 (O): 0.28, atom 4 (B): 0.35, atom 5 (O): -0.66

***

- What is the calculated total energy in the first record?
  -457.861681 hartree

***

- What is the M in the fourth record?
  769.76 g mol⁻¹

***

Please write out number 2 again, unchanged.
Density functional theory data (ωB97M-V/def2-TZVPD) for a structure of composition C5H5Br.

Cartesian coordinates (Å):
C  0.460  1.489  0.253
C  1.461  2.179  -0.161
C  -0.562  0.544  0.743
C  0.237  -0.495  -0.023
C  1.544  0.659  -0.654
Br  3.172  -0.202  0.082
H  -0.444  0.347  1.755
H  -1.464  0.900  0.348
H  0.594  -1.291  0.684
H  -0.370  -0.781  -0.914
H  1.672  0.397  -1.747

Calculated total energy (hartree): -2767.318303
Energy relative to the best compared isomer or geometry (same formula, charge and spin) (eV): 3.714
M (g mol⁻¹): 145.00
LUMO level (eV): 0.5
Kohn-Sham gap (eV): 10.19

natural (NBO) population analysis, charges in e, atoms 1 to 5: atom 1 (C): -0.04, atom 2 (C): -0.03, atom 3 (C): -0.47, atom 4 (C): -0.33, atom 5 (C): -0.29

***

- What is the calculated total energy in the second record?
  -2767.318303 hartree